Density functional theory data (wB97M-V/def2-TZVPD) for a cluster of 8 separate species, C23H60F9N5O14S3 in total.

Computed properties:
DFT total energy: -117882.661 eV
LUMO: -6.069 eV
HOMO-LUMO gap: 4.5421 eV
2S+1: 1
E_HOMO: -10.61 eV
Net charge: +2

XYZ file:
```
114
Properties=species:S:1:pos:R:3:forces:R:3
C 10.5646 -7.4329 -10.5453 0.3830 -1.1574 0.7869
C 9.6523 -8.3416 -11.3703 0.5613 -0.7542 -0.0906
C 8.1545 -8.1047 -11.3997 1.0498 0.3617 -1.6504
O 7.5945 -9.2192 -12.0855 -0.4184 0.7345 2.1316
C 6.2426 -9.4353 -11.6265 -0.8413 -1.1799 -1.6217
N 10.3081 -8.4024 -12.7613 0.6329 0.4702 -0.8553
H 10.9906 -9.1621 -12.8210 -0.0711 -0.0805 0.2937
H 9.7488 -8.5175 -13.6128 -0.6495 0.0707 0.4342
H 10.8741 -7.5607 -12.9004 -0.1796 0.1194 -0.1419
H 10.2239 -7.3837 -9.5103 -0.4372 0.3774 -0.1695
H 10.8223 -6.4486 -10.9317 -0.4795 0.0710 -0.1338
H 11.5031 -7.9731 -10.3828 0.1692 0.1417 -0.3675
H 9.7688 -9.3951 -11.1083 -0.0837 0.1735 0.7438
H 7.9750 -7.2042 -11.9980 -0.3413 0.2517 0.2507
H 7.8236 -7.9277 -10.3767 -0.2651 -0.3445 0.0189
H 5.5774 -8.6380 -11.9584 0.1309 0.1750 -0.0128
H 5.9826 -9.7035 -10.5992 1.1718 0.4032 0.4479
H 5.9726 -10.3418 -12.1700 -0.3100 0.1229 -0.1239
C 10.1463 -14.8565 -7.1999 -0.4395 -0.5031 0.1335
C 9.5343 -14.6591 -5.8017 0.8357 1.2148 -1.4091
C 9.5067 -13.1704 -5.4623 -0.5302 -0.2248 0.6878
O 8.9485 -13.0263 -4.1539 -0.2503 0.1996 -0.5686
C 9.7308 -12.2092 -3.2931 -0.1099 -1.1993 0.2709
N 8.1207 -15.1908 -5.7002 1.5896 -1.4250 1.3635
H 8.1149 -15.6260 -4.7759 -0.6386 0.2186 0.1077
H 7.3196 -14.5563 -5.7888 0.1541 0.5190 -0.4242
H 8.0000 -16.0040 -6.3155 -0.5028 -0.4600 -0.9208
H 10.6002 -15.8408 -7.3184 -0.3952 -0.2007 0.1191
H 10.9986 -14.1895 -7.3297 -0.3421 0.4038 -0.1826
H 9.3511 -14.7657 -7.9404 0.3236 0.3081 -0.3271
H 10.2411 -15.1862 -5.1639 -0.7493 -0.1300 0.7498
H 8.8708 -12.6427 -6.1814 -0.0923 -0.0442 -0.0834
H 10.4932 -12.7065 -5.5009 0.2012 -0.3414 -0.0416
H 9.1526 -12.0931 -2.3769 -0.0366 0.4258 -0.1457
H 9.9810 -11.2673 -3.7849 0.1230 0.0773 0.3035
H 10.5968 -12.8145 -3.0014 0.3727 0.5826 -0.1198
C 8.2884 -9.1193 -5.9857 0.5867 0.1772 -0.6521
C 7.6650 -8.1523 -6.9800 0.4316 -0.1763 -0.3172
C 6.1535 -8.1454 -6.9063 -0.8476 0.4807 0.3930
O 5.6126 -7.0494 -7.6141 0.5221 0.3498 0.0059
C 4.2754 -7.2923 -8.0041 -1.2399 0.0064 -0.5826
N 8.1965 -6.7298 -6.7289 -0.1083 0.7789 -0.5245
H 7.9647 -6.1015 -7.5061 -0.8838 -0.1976 0.1032
H 7.8198 -6.2852 -5.8884 0.1622 -0.1198 0.1641
H 9.2153 -6.6593 -6.7680 0.0536 -0.5089 0.8168
H 9.3637 -9.1979 -6.1700 0.0950 0.3103 0.2632
H 7.9421 -10.1329 -6.1865 -0.5148 0.1552 0.1196
H 8.0869 -8.7956 -4.9677 0.0570 -0.1941 0.0773
H 8.0832 -8.2873 -7.9791 -0.4810 -0.6055 -0.1664
H 5.8754 -8.0543 -5.8454 0.0421 0.0265 0.1102
H 5.6438 -9.0527 -7.2375 0.8266 -0.4312 -0.0737
H 3.7821 -6.3867 -8.3562 0.5813 0.2526 -0.0708
H 3.5931 -7.6394 -7.2224 0.5413 -0.2012 0.3989
H 4.2338 -8.0202 -8.8198 0.1155 -0.0974 0.0563
C 6.6615 -10.6002 -3.4301 0.8143 1.2535 0.4357
C 5.5317 -10.7918 -2.4630 -0.8203 -0.9742 0.0763
C 4.8680 -9.5101 -1.9065 -0.4873 -1.0015 -0.6086
O 3.7517 -9.8304 -1.1009 0.9134 0.1765 -0.4231
C 3.1062 -8.6204 -0.6821 0.0777 -0.4532 0.6544
N 4.5678 -11.7497 -3.1609 -0.3075 1.4895 -0.4622
H 4.6533 -11.6938 -4.1847 0.3612 -0.1181 -0.2067
H 4.7307 -12.7063 -2.8671 -0.6153 -0.0638 0.1205
H 3.6062 -11.4123 -3.0368 -0.8966 -0.8464 0.8706
H 7.0809 -11.5308 -3.8113 -0.0075 -0.0429 0.1520
H 7.4231 -10.0318 -2.8851 0.3057 -0.2584 -0.1151
H 6.4133 -9.9694 -4.2828 -0.5263 -0.2072 0.0079
H 5.8572 -11.3704 -1.5982 0.1472 0.1215 0.0663
H 4.4884 -8.8822 -2.7177 0.4106 0.1870 -0.2329
H 5.6900 -9.0166 -1.3784 -0.1513 0.3272 0.2331
H 3.7121 -8.1580 0.1033 0.0915 0.2251 -0.1647
H 2.1586 -8.8922 -0.2245 -0.0931 -0.0891 -0.3414
H 2.9615 -7.9451 -1.5252 -0.1204 0.0164 0.0344
C 5.1220 -15.0321 -12.2428 -1.0030 0.5417 -0.8842
C 6.0479 -13.8248 -12.4427 0.1743 -2.0069 1.4860
C 7.2924 -14.0357 -11.5088 -0.6400 0.8848 0.0544
O 8.2289 -13.0435 -11.8366 0.3494 0.7659 -0.9715
C 9.5368 -13.1693 -11.3149 -0.2556 -0.5557 0.2076
N 6.4409 -13.5920 -13.8903 0.0705 -0.0703 0.3195
H 6.8201 -12.6476 -13.9491 0.1859 -0.0767 -0.2352
H 7.1363 -14.2539 -14.2403 0.1519 -0.0215 0.2608
H 5.6326 -13.6878 -14.5079 -0.1230 0.1505 0.1269
H 4.4261 -15.1392 -13.0823 0.0796 0.0708 -0.1589
H 4.4621 -14.7006 -11.4411 0.1558 -0.5885 0.2346
H 5.5291 -16.0217 -12.0537 0.3565 0.3763 0.0237
H 5.3915 -13.0091 -12.1515 0.6748 0.6525 -0.1886
H 7.6566 -15.0685 -11.4978 0.2665 0.3052 -0.8405
H 7.0008 -13.8807 -10.4658 -0.4451 -0.0613 -0.1651
H 9.5377 -13.2116 -10.2218 -0.0914 0.0154 0.0341
H 10.1086 -12.2989 -11.6304 -0.0333 -0.0134 -0.1082
H 9.9992 -14.0822 -11.6985 0.1822 0.0420 0.0414
C 4.4713 -12.5054 -8.5161 1.2133 2.0598 1.5022
F 4.0954 -11.2542 -8.9024 -0.4647 -0.5054 -0.5108
F 3.4428 -13.1968 -8.1421 -0.2426 -0.2801 -0.0074
F 5.1152 -13.0785 -9.5154 -0.1930 -0.2356 -0.7876
S 5.7245 -12.0942 -7.1635 0.6074 0.7929 0.3775
O 5.0124 -11.3188 -6.1556 -0.1803 -0.3714 -0.2090
O 6.2235 -13.3707 -6.7039 0.1023 -0.1802 0.0746
O 6.7355 -11.2521 -7.8357 -0.5872 -0.7733 -0.1606
C 5.9885 -16.4248 -9.3365 0.3842 -0.8813 2.5190
F 6.2400 -15.2393 -8.7182 -0.2048 -0.0241 -0.2861
F 4.7500 -16.3825 -9.8231 0.4125 -0.0407 -0.2267
F 6.9177 -16.5042 -10.3148 -0.5376 -0.4798 -0.1856
S 6.2328 -17.8116 -8.0148 -1.6972 -0.8452 -0.6694
O 6.1407 -19.0175 -8.8201 0.6625 1.1345 0.4860
O 7.5423 -17.4200 -7.5068 0.7563 0.3157 0.1013
O 5.1653 -17.6478 -7.0452 0.6615 0.5387 -0.6868
C 1.5655 -9.8086 -4.4660 -1.4631 -4.3793 3.0384
F 2.3269 -9.0657 -3.6398 0.0903 0.9615 -1.2063
F 0.7183 -9.1825 -5.2287 0.7669 1.1734 -0.5450
F 2.3936 -10.6209 -5.1703 0.4708 0.9827 -0.8259
S 0.5701 -11.0239 -3.2982 -1.5362 1.3180 2.0994
O -0.5007 -11.5403 -4.1232 1.0640 -0.0102 -0.2587
O 1.4885 -11.9909 -2.6878 1.0787 0.0734 -1.5752
O 0.1388 -10.0938 -2.2538 0.2093 0.1202 -0.9648
```
Positions in Å, forces in eV/Å.

Löwdin population analysis, charges in e, atoms 1 to 4: -0.02 -0.29 -0.18 -0.17



Density functional theory data (wB97M-V/def2-TZVPD) for a structure of composition C35H31AsFN2O5RhS.

Computed properties:
DFT total energy: -127413.966 eV
LUMO (alpha / beta): -2.202 / -2.218 eV
HOMO-LUMO gap (alpha / beta): 3.8019 / 3.8273 eV
2S+1: 1
E_HOMO (alpha / beta): -6.00 / -6.05 eV

XYZ file:
```
77
Properties=species:S:1:pos:R:3:forces:R:3
Rh -0.4024 -0.2672 -0.5297 -1.0435 -0.4707 -0.4411
S 0.3955 2.8238 1.7981 -0.0425 -0.2439 -0.4512
C -1.1557 3.5200 1.4980 0.6881 -0.3220 -0.2711
C -1.7080 4.3980 2.4445 -0.4107 0.2472 -0.0242
C -2.9056 5.0462 2.1971 0.3529 -0.1253 0.1634
C -3.5646 4.8539 0.9903 -0.1857 -0.0388 -0.3398
C -3.0370 3.9904 0.0377 -0.2995 0.0448 0.1218
C -1.8535 3.3061 0.2811 -0.0767 -0.3169 0.3490
As -1.1709 2.0362 -1.0199 0.9522 1.0653 1.3337
C -2.4369 2.2253 -2.4550 -0.1938 -0.5643 -0.0302
C -2.0963 2.8420 -3.6475 -0.0098 0.0450 -0.0130
C -3.0300 2.9163 -4.6735 -0.0929 -0.0144 0.0116
C -4.2944 2.3690 -4.5087 0.0549 0.0053 0.0198
C -4.6299 1.7371 -3.3158 0.0018 0.0156 -0.0479
C -3.7001 1.6593 -2.2927 0.0686 -0.0182 -0.0884
C 0.3774 2.9916 -1.6952 0.3068 -0.4187 -0.2469
C 1.3477 2.2611 -2.3814 -0.0236 0.2984 0.0746
C 2.4889 2.8901 -2.8631 0.0073 0.0274 0.0163
C 2.6688 4.2526 -2.6523 -0.0229 -0.0363 0.0064
C 1.7016 4.9818 -1.9711 -0.0006 -0.0317 -0.0522
C 0.5554 4.3545 -1.4994 -0.0753 0.0442 0.0258
H -1.1718 4.5568 3.3724 -0.0232 -0.0439 -0.0709
H -3.3215 5.7148 2.9427 0.0161 -0.0401 -0.0284
H -4.4975 5.3685 0.7934 0.0547 -0.0017 -0.0506
H -3.5567 3.8462 -0.8993 -0.0767 0.0471 0.0255
H -1.1077 3.2579 -3.7852 0.0266 0.0075 -0.0187
H -2.7618 3.3913 -5.6091 -0.0070 0.0011 0.0307
H -5.0165 2.4226 -5.3146 0.0256 -0.0037 0.0289
H -5.6099 1.2916 -3.1930 0.0346 0.0299 0.0103
H -3.9466 1.1437 -1.3722 -0.0441 0.0078 0.0294
H 1.2022 1.2018 -2.5400 0.0058 -0.1501 -0.0739
H 3.2370 2.3181 -3.4021 -0.0479 0.0422 0.0359
H 3.5624 4.7461 -3.0190 -0.0640 -0.0404 0.0277
H 1.8420 6.0442 -1.8005 -0.0251 -0.0993 -0.0150
H -0.1954 4.9262 -0.9678 0.0201 -0.0154 0.0470
C 0.3517 -5.5427 -6.3871 -0.0340 0.0420 0.0570
C 1.4775 -4.6463 -5.8799 -0.1654 -0.1197 0.1328
C 2.8189 -5.3561 -5.7721 -0.0084 -0.0332 0.0876
C 2.7644 -6.4447 -4.7064 -0.0807 0.1168 0.0573
C 2.2815 -5.8713 -3.3942 0.0310 -0.0295 -0.2070
C 2.6137 -6.4624 -2.1985 0.0797 -0.1247 -0.0387
C 2.1931 -5.8990 -0.9986 0.0505 -0.0764 -0.0200
F 2.5350 -6.5135 0.1434 0.0387 -0.0653 0.0864
C 1.4677 -4.7487 -0.9542 -0.0480 0.1518 0.2236
C 1.1181 -4.1242 -2.1550 -0.1616 0.0366 -0.0261
C 0.3489 -2.8733 -2.1049 -0.0347 -0.1253 -0.3991
O 0.0744 -2.3935 -0.9873 0.1308 0.3205 0.9458
C -0.0234 -2.3195 -3.3613 0.1688 0.2508 0.0403
C 0.3836 -2.9487 -4.5069 0.1310 -0.2524 -0.1048
N 1.1214 -4.0691 -4.5566 -0.0275 0.1613 -0.0664
C 1.5032 -4.6940 -3.3719 0.0234 0.0157 -0.1938
C -0.8142 -1.0390 -3.5627 -0.1842 -0.5415 -0.3962
O -1.1518 -0.7624 -4.7071 0.1212 0.1205 0.5933
O -1.1225 -0.3434 -2.5166 0.5413 0.3509 0.5522
H 0.6086 -5.9512 -7.3680 -0.0107 0.0269 0.0956
H -0.5691 -4.9649 -6.4870 0.0244 -0.0571 -0.0065
H 0.1575 -6.3690 -5.7000 0.0054 0.0434 -0.0561
H 1.5788 -3.8037 -6.5584 0.0232 0.1538 -0.0081
H 3.5857 -4.6239 -5.5087 0.0253 -0.0069 -0.0264
H 3.0791 -5.7771 -6.7452 -0.0200 0.0371 0.0466
H 3.7488 -6.8886 -4.5633 0.0119 -0.0246 -0.0014
H 2.0990 -7.2484 -5.0316 0.0154 -0.0242 0.0331
H 3.2113 -7.3691 -2.1787 -0.0514 0.1033 0.0084
H 1.1587 -4.3127 -0.0122 -0.0043 -0.0420 -0.0694
H 0.0857 -2.5085 -5.4531 0.0608 -0.0384 0.0281
N 1.7686 -0.5417 0.4164 -0.7757 0.2632 0.1661
C 1.9206 -0.7870 1.8775 -0.2682 -0.0094 -0.1304
C 0.6617 -1.4653 2.3917 -0.0015 -0.0191 -0.3868
C -0.4526 -0.4238 2.3372 0.5759 0.7134 1.2798
O -0.4086 0.4798 3.1744 -0.6319 -0.9151 -0.7217
O -1.3212 -0.5456 1.3826 0.4503 0.4677 -1.3722
H 1.9225 -1.4093 -0.0804 0.0380 -0.1606 -0.1031
H 2.4535 0.1279 0.0983 -0.0369 0.3197 -0.1245
H 2.0330 0.1650 2.3862 0.0212 0.1876 -0.0414
H 2.8054 -1.3914 2.0802 0.0882 -0.0642 -0.1425
H 0.7964 -1.7972 3.4191 0.0156 0.0221 0.0044
H 0.4115 -2.3126 1.7487 0.0224 -0.1080 0.1099
```
Positions in Å, forces in eV/Å.

Löwdin population analysis, charges in e, atoms 1 to 4: 0.96 0.64 -0.73 -0.12